{"formula": "C19H25BClCrN6", "method": "ωB97M-V with the def2-TZVPD basis set", "s_squared": 1.0361, "gap_ev": [8.7, 8.5], "de_lowest_kj_mol": 40.2, "spin_multiplicity": 2, "elements": ["Cr", "Cl", "N", "N", "N", "N", "N", "N", "C", "C", "C", "C", "C", "C", "C", "C", "C", "C", "C", "C", "C", "C", "C", "C", "C", "C", "C", "B", "H", "H", "H", "H", "H", "H", "H", "H", "H", "H", "H", "H", "H", "H", "H", "H", "H", "H", "H", "H", "H", "H", "H", "H", "H"], "coordinates": [[-0.378093, 0.495908, 0.420023], [-0.421993, 1.963076, -1.406633], [0.885417, -0.536810, -1.171226], [0.559517, -1.800326, -1.521309], [-1.906363, -0.566087, -0.491994], [0.472150, -1.431072, 1.204458], [0.097406, -2.630206, 0.713751], [-1.813832, -1.879473, -0.769961], [1.524782, -1.646671, 1.979871], [1.840995, -0.143727, -1.997247], [-1.695071, 1.893696, 1.466328], [-0.366978, 2.389944, 1.549225], [1.839347, -3.007027, 2.024242], [0.082316, 3.737803, 1.087622], [-1.726145, 0.675299, 2.196846], [-3.074138, -0.152372, -0.969524], [2.162235, -1.161234, -2.900979], [-2.903094, -0.210695, 2.449382], [0.916132, -3.591203, 1.187690], [1.311307, -2.193069, -2.563253], [-2.828736, 2.654877, 0.862413], [-0.284282, -0.465580, 3.946704], [-3.773690, -1.212795, -1.541893], [-2.924125, -2.289666, -1.400927], [1.795315, 1.812217, 2.827553], [-0.471588, 0.515874, 2.838759], [0.398278, 1.517230, 2.378102], [-0.475276, -2.606882, -0.708453], [-0.101240, 4.469313, 1.880030], [-0.561996, -1.477105, 3.654504], [0.733187, -0.483046, 4.330304], [1.148105, 3.752359, 0.862268], [2.006821, -0.823498, 2.474644], [-3.757212, 2.085429, 0.884974], [2.627015, -3.479717, 2.582106], [-2.608276, 2.943562, -0.165552], [1.181339, -3.176939, -2.980376], [-0.944999, -0.172527, 4.767123], [-3.005316, 3.568386, 1.436659], [-0.450627, 4.049453, 0.193672], [2.894117, -1.144492, -3.687315], [-2.663956, -1.255261, 2.243666], [1.829919, 2.736743, 3.408711], [-3.013062, -3.312801, -1.721354], [2.197075, 1.023094, 3.462608], [2.226872, 0.858658, -1.926197], [-3.753222, 0.059876, 1.826021], [2.476200, 1.935647, 1.984278], [-0.591488, -3.711044, -1.147218], [-3.338854, 0.887027, -0.899297], [-4.742909, -1.194777, -2.004784], [-3.220376, -0.141554, 3.492852], [0.786199, -4.607584, 0.858351]], "forces_ev_per_a": [[0.31, -0.44, -0.11], [-0.18, 0.07, 0.07], [-0.04, -0.03, 0.16], [0.12, 0.06, -0.18], [0.13, 0.05, -0.08], [-0.12, 0.14, 0.05], [0.15, -0.06, 0.18], [-0.27, -0.05, -0.03], [-0.11, 0.10, -0.06], [0.07, 0.04, -0.03], [-0.04, -0.16, 0.02], [0.22, 0.16, 0.01], [0.03, -0.09, -0.02], [0.05, -0.02, 0.01], [-0.30, 0.44, 0.14], [-0.01, 0.14, 0.10], [-0.06, -0.05, 0.00], [-0.06, -0.01, -0.04], [-0.08, 0.05, -0.04], [0.01, 0.02, 0.06], [-0.15, -0.02, 0.05], [0.07, -0.02, 0.01], [0.01, -0.03, 0.00], [0.05, -0.04, 0.00], [0.12, -0.04, 0.04], [-0.16, -0.12, -0.05], [0.03, 0.27, -0.07], [0.10, -0.03, -0.12], [0.00, 0.01, 0.04], [0.00, -0.03, -0.02], [0.01, -0.01, 0.00], [0.00, -0.02, -0.03], [0.04, -0.01, 0.02], [0.01, -0.02, -0.02], [0.02, -0.04, 0.00], [0.00, 0.00, -0.01], [0.02, -0.02, -0.03], [0.01, 0.01, 0.02], [0.03, 0.00, 0.00], [0.00, 0.00, 0.01], [0.02, 0.02, -0.03], [0.01, -0.03, 0.00], [-0.02, 0.01, -0.01], [-0.02, -0.03, -0.02], [-0.02, 0.00, 0.01], [0.02, 0.01, -0.01], [0.02, 0.00, -0.02], [0.00, 0.00, -0.01], [0.00, -0.13, -0.03], [-0.03, 0.00, -0.01], [-0.03, 0.01, -0.02], [0.01, 0.01, 0.02], [0.04, -0.05, 0.04]], "mulliken_charge": [-0.3127, -0.4204, 0.5647, 0.1428, 1.3317, 1.2779, -0.3170, -0.3922, -0.7633, -0.3984, 2.7751, -0.3907, -1.2484, -1.8954, 0.2902, -0.5748, -1.1524, -2.1297, -0.2714, -0.1596, -2.1552, -1.4626, -1.2245, -0.2303, -2.4353, 1.0775, 0.8131, -0.1267, 0.3656, 0.3454, 0.3792, 0.4131, 0.5502, 0.4734, 0.4738, 0.3875, 0.4374, 0.3615, 0.3466, 0.3982, 0.4099, 0.3016, 0.3927, 0.4294, 0.5188, 0.4197, 0.3980, 0.3583, -0.1569, 0.5147, 0.4514, 0.3614, 0.4568]}


{"formula": "C19H25BO10", "method": "ωB97M-V with the def2-TZVPD basis set", "gap_ev": 7.4, "smiles": "O=C1C=C(CB(O)O)C(=O)c2ccccc21.CCOC(=O)OC.CCOC(=O)OC", "elements": ["O", "O", "O", "O", "O", "O", "O", "O", "O", "O", "C", "C", "C", "C", "C", "C", "C", "C", "C", "C", "C", "C", "C", "C", "C", "C", "C", "C", "C", "B", "H", "H", "H", "H", "H", "H", "H", "H", "H", "H", "H", "H", "H", "H", "H", "H", "H", "H", "H", "H", "H", "H", "H", "H", "H"], "coordinates": [[2.261199, 4.174896, 6.255651], [-5.584489, -4.821182, -2.063585], [0.636784, 3.286365, 4.895903], [1.144370, 3.865994, -0.476221], [4.632587, -0.589387, -5.315232], [-4.218769, -4.633711, -0.225981], [5.390290, 0.813958, -3.344118], [2.669780, 2.462132, 4.783129], [0.220784, 0.694716, -4.811968], [-3.700930, -3.509504, -2.040684], [-4.604837, -4.359150, -1.496786], [1.430148, 2.761915, -1.171244], [0.403583, 0.696096, 0.637224], [-5.050164, -5.553780, 0.493431], [0.542836, 0.288361, -2.201308], [2.304863, 1.900111, -3.672355], [4.044300, 2.529153, 5.155300], [0.775831, 1.255868, -0.858164], [-0.195537, -0.861367, 0.735554], [0.949121, 0.921281, -3.693685], [-0.041504, -1.245802, -2.141998], [-0.319463, 4.217272, 5.419638], [-3.937204, -3.223351, -3.417128], [-4.794963, -6.982694, 0.044522], [-0.116776, 5.599272, 4.821780], [3.367457, 1.859720, -4.943278], [1.890739, 3.379906, 5.404062], [2.502164, 2.784203, -2.454756], [-0.400477, -1.823219, -0.614600], [4.482646, 0.674033, -4.537476], [3.985546, 2.872958, -5.014379], [4.490676, 3.448684, 4.764094], [4.167453, 2.471909, 6.241207], [-0.441999, -1.285163, 1.823934], [-4.788837, -5.455647, 1.551414], [-4.957110, -2.861873, -3.580714], [-3.730842, -7.226332, 0.120424], [-6.106230, -5.279894, 0.393261], [-0.278042, 4.239061, 6.514229], [-3.742258, -4.115239, -4.020756], [4.560258, 1.676181, 4.705346], [0.592528, 1.387290, 1.562901], [-0.153380, -1.896219, -3.122705], [-5.079494, -7.129684, -1.001034], [-0.901535, 6.283487, 5.155898], [-1.309572, 3.844699, 5.140129], [4.916244, 0.266155, -2.624883], [-5.365335, -7.687290, 0.655954], [-0.792107, -2.939185, -0.543156], [0.849875, 6.021342, 5.110217], [-3.240676, -2.438531, -3.725576], [-0.128108, 5.551767, 3.728580], [2.850778, 1.571431, -5.963467], [3.432347, 3.506645, -2.340905], [4.485448, -1.388656, -4.695638]], "forces_ev_per_a": [[-0.51, -1.28, -1.20], [1.43, 0.79, 0.84], [1.02, -0.34, 0.37], [1.88, -6.94, -4.11], [-1.51, 1.20, 2.98], [-0.15, 0.56, -0.91], [-3.59, -1.38, -0.89], [-0.74, 0.53, 0.43], [4.87, 1.23, 7.11], [-0.60, -0.58, 0.63], [-0.49, -0.54, -0.20], [-0.89, 3.10, 1.81], [-0.45, -2.34, -4.30], [-0.34, -0.57, 0.20], [-0.59, -1.24, 1.62], [0.01, 2.04, 2.92], [0.60, -0.05, 0.10], [-1.02, -2.79, 0.20], [1.01, 1.22, -3.18], [-2.56, -0.45, -3.24], [0.77, 2.98, 4.10], [-0.35, 0.61, 0.16], [-0.02, 0.21, -0.61], [0.06, -0.08, -0.30], [0.28, 0.12, -0.08], [0.19, -0.19, 0.56], [-0.02, 0.71, 0.30], [-1.10, -2.52, -2.31], [1.42, 3.64, -0.57], [1.28, -1.65, 0.48], [-1.65, -1.99, 0.17], [-0.08, -0.08, 0.22], [-0.09, 0.17, -0.20], [0.58, 0.97, -2.82], [0.16, 0.25, -0.26], [0.16, -0.22, 0.07], [-0.12, 0.04, 0.16], [0.22, 0.01, -0.18], [0.20, -0.03, -0.20], [-0.20, 0.11, 0.08], [-0.37, 0.11, -0.04], [-0.50, -1.61, -1.94], [0.23, 1.60, 2.35], [-0.09, 0.08, 0.17], [0.04, -0.12, -0.04], [0.32, -0.22, -0.08], [1.33, 1.28, -1.36], [0.07, 0.11, -0.02], [0.86, 2.73, 0.06], [-0.16, -0.09, 0.10], [-0.04, -0.16, 0.35], [-0.16, -0.05, 0.12], [0.84, 0.81, 2.26], [-2.26, -1.59, -0.41], [0.81, 1.90, -1.45]], "mulliken_charge": [-0.5630, -0.5629, -0.3090, -0.5313, -0.5535, -0.3223, -0.5710, -0.2796, -0.5394, -0.2354, 0.6865, 0.2357, -0.4732, -0.1833, 0.3469, 0.4107, -0.6457, 0.3035, -0.3857, 0.2421, -0.4339, -0.1960, -0.6610, -1.1004, -1.0754, -0.6292, 0.7139, -0.4279, -0.3208, 0.5751, 0.3209, 0.2968, 0.2911, 0.2836, 0.2952, 0.3012, 0.2885, 0.3052, 0.3021, 0.3200, 0.2144, 0.4059, 0.3452, 0.3122, 0.3643, 0.3037, 0.3021, 0.3631, 0.2770, 0.3125, 0.1863, 0.2683, 0.2342, 0.2908, 0.3012]}


{"formula": "C19H25Cl3O18", "method": "ωB97M-V with the def2-TZVPD basis set", "gap_ev": 10.6, "de_lowest_kj_mol": 0.0, "smiles": "ClC(Cl)Cl.O=C1OCCO1.O=C1OCCO1.O=C1OCCO1.O=C1OCCO1.O=C1OCCO1.O=C1OCCO1", "elements": ["Cl", "Cl", "Cl", "O", "O", "O", "O", "O", "O", "O", "O", "O", "O", "O", "O", "O", "O", "O", "O", "O", "O", "C", "C", "C", "C", "C", "C", "C", "C", "C", "C", "C", "C", "C", "C", "C", "C", "C", "C", "C", "H", "H", "H", "H", "H", "H", "H", "H", "H", "H", "H", "H", "H", "H", "H", "H", "H", "H", "H", "H", "H", "H", "H", "H", "H"], "coordinates": [[5.795789, -13.094113, -24.392113], [6.056934, -14.237802, -27.104487], [4.315874, -11.900648, -26.579837], [8.907774, -11.966067, -25.407826], [2.925384, -17.386731, -22.037343], [4.625007, -17.449833, -27.264502], [4.896567, -16.556121, -21.514359], [6.130925, -11.507454, -28.995168], [3.664380, -17.489631, -25.278250], [8.884580, -11.097081, -23.338749], [4.599815, -15.954717, -30.147986], [0.172072, -14.383330, -24.132742], [4.472405, -18.746220, -21.197460], [2.644562, -15.009954, -29.695666], [8.317042, -9.861102, -25.160699], [6.244014, -11.049548, -31.189660], [2.763873, -17.245790, -29.990104], [6.643632, -9.433892, -29.718358], [2.857311, -16.141733, -26.893275], [1.736216, -13.535069, -25.421146], [2.025128, -13.491910, -23.211977], [6.303266, -10.731064, -29.883198], [3.591970, -13.944003, -29.707501], [1.366620, -13.780426, -24.159397], [3.672041, -16.916318, -26.495388], [4.769507, -14.565014, -30.442939], [4.127473, -17.656644, -21.543008], [2.857206, -16.045153, -22.527945], [5.329497, -18.471408, -26.575347], [3.275035, -16.178253, -29.992736], [8.829569, -11.429866, -26.713914], [4.985238, -13.413631, -25.936686], [6.716301, -8.792566, -30.978577], [6.380664, -9.905192, -32.007646], [-0.318407, -14.576339, -25.459856], [4.503373, -18.676180, -25.293908], [4.097644, -15.424596, -21.852532], [7.946768, -10.223033, -26.486884], [0.690732, -13.792186, -26.343679], [8.746606, -10.980103, -24.514458], [1.000174, -14.475085, -27.131555], [6.293890, -18.059455, -26.271291], [-0.491249, -15.611702, -25.743864], [0.216217, -12.895088, -26.731420], [8.375546, -12.103583, -27.443291], [4.871956, -14.349094, -31.506804], [6.890720, -10.481384, -26.605192], [3.847296, -13.625103, -28.702218], [5.035604, -18.595335, -24.347671], [1.950525, -15.583110, -22.142623], [3.220947, -13.136945, -30.340303], [5.470700, -9.706598, -32.571932], [7.724202, -8.412363, -31.126801], [-1.285715, -14.066678, -25.406046], [2.794178, -15.966936, -23.609368], [7.196316, -9.948459, -32.730445], [3.856529, -19.552658, -25.290049], [4.121545, -14.040932, -25.752719], [5.722817, -14.321149, -29.969631], [5.987653, -7.997591, -31.137063], [8.093763, -9.410854, -27.198004], [5.374766, -19.366845, -27.185963], [4.647695, -14.751262, -22.504906], [3.828090, -14.887851, -20.943282], [9.819587, -11.213866, -27.123688]], "forces_ev_per_a": [[0.01, -0.14, -0.41], [-0.24, 0.26, 0.48], [0.19, -0.15, 0.04], [0.56, -0.85, -0.14], [-0.85, -0.10, -0.75], [0.04, 0.11, -0.47], [0.22, 0.05, 0.02], [0.13, 0.27, -0.34], [-0.09, -0.02, -0.24], [0.16, 0.22, -0.31], [-0.38, -0.11, -1.05], [0.35, -0.64, 0.42], [0.15, 0.12, 0.03], [-0.20, -0.14, -0.38], [-0.24, 0.31, 0.43], [-0.15, -0.53, -0.32], [-0.28, -0.22, -0.26], [-0.49, 0.02, 0.10], [0.16, 0.81, 0.34], [0.59, 0.56, -0.70], [0.08, 0.08, 0.24], [0.33, -0.17, 0.18], [0.25, 0.15, -1.24], [-0.22, 0.05, -0.26], [-0.52, -1.18, -0.25], [1.39, -0.15, 1.41], [0.44, -0.52, 0.06], [-0.19, 0.70, 1.20], [0.08, 0.23, 1.24], [0.24, 0.22, 1.15], [-0.37, 0.09, -1.23], [-0.17, 0.25, 0.15], [-0.11, -0.02, -1.26], [0.53, 1.08, 0.16], [-1.02, 1.41, 0.00], [-0.46, 0.79, 0.40], [-0.44, 0.43, -0.54], [0.12, 0.03, -0.82], [-1.13, -1.61, 0.42], [-0.72, 0.19, 0.16], [0.54, 0.42, -0.13], [0.21, -0.34, -0.48], [0.48, -0.14, 0.35], [0.45, 0.28, 0.03], [-0.16, -0.35, 0.53], [-0.48, -0.26, -0.08], [0.00, -0.13, 0.63], [-0.16, 0.00, 0.01], [0.37, -0.48, -0.24], [0.05, -0.20, 0.07], [-0.34, 0.18, 0.51], [-0.17, -0.16, 0.25], [-0.02, 0.08, 0.13], [-0.03, -0.26, -0.53], [0.48, -0.52, -0.07], [0.00, -0.74, 0.12], [0.04, 0.03, -0.09], [0.11, -0.19, -0.01], [-0.12, 0.37, -0.14], [0.08, 0.17, 0.78], [0.43, 0.15, 0.30], [0.25, 0.12, -0.11], [0.09, -0.15, 0.04], [0.01, -0.06, 0.03], [0.14, 0.27, 0.43]], "mulliken_charge": [-0.1958, -0.1513, -0.1627, -0.3240, -0.4304, -0.2404, -0.3637, -0.2412, -0.3013, -0.5297, -0.3446, -0.3735, -0.5699, -0.3559, -0.3909, -0.3316, -0.5542, -0.3318, -0.3356, -0.1224, -0.5197, 0.5004, 0.7038, 0.5576, 0.4603, -0.2829, 0.6158, 0.4367, -0.3772, 0.6406, -0.1168, 1.1140, -0.3545, -0.3471, -0.4371, -0.3366, 0.2321, 0.2333, -0.0684, 0.5863, 0.0335, 0.2935, 0.2811, 0.3739, 0.0722, 0.2896, -0.0878, -0.6130, 0.2336, 0.3322, 0.3773, 0.2838, 0.3003, 0.2809, -0.2711, 0.2697, 0.2488, -0.6279, 0.1272, 0.2646, 0.2944, 0.2689, -0.1675, 0.2575, 0.2946]}


no.,largest force on an atom (eV Å⁻¹)
1,0.55
2,8.71
3,2.01